(1)
# C24H25N3O4

An isolated molecule of C24H25N3O4 (ωB97M-V with the def2-TZVPD basis set, the OMol25 dataset).

Each line ends with the Mulliken charge.
Element x y z (Å)
C: 3.17739 -1.23795 -3.17004  -1.113
H: 3.08592 -2.29152 -3.42799  0.279
O: 2.02572 -0.93019 -2.42190  -0.270
C: 1.88643 0.32687 -1.92955  1.017
C: 2.74895 1.38577 -2.18310  -0.522
C: 2.49182 2.64085 -1.65803  -0.953
C: 1.37587 2.86179 -0.87355  -1.074
C: 0.52222 1.80951 -0.59490  0.297
C: 0.76746 0.54522 -1.10830  -0.629
N: -0.09744 -0.52773 -0.79054  0.374
C: -1.40186 -0.58190 -1.18295  0.945
O: -2.15490 -1.45398 -0.78104  -0.654
C: -1.88780 0.45839 -2.10267  -0.291
C: -3.19495 0.80758 -2.33692  -0.544
C: -3.16420 1.80091 -3.33726  -0.625
C: -1.84825 1.97437 -3.64796  -0.549
O: -1.07123 1.17327 -2.91058  -0.150
H: -1.35712 2.61541 -4.35351  0.493
H: -4.00140 2.31009 -3.76793  0.497
H: -4.05149 0.39647 -1.84411  0.592
C: 0.40230 -1.68796 -0.05564  0.510
C: 1.84115 -1.56503 0.35452  0.071
C: 2.29694 -0.50584 1.13406  -0.255
C: 3.64277 -0.44974 1.45772  -0.596
N: 4.52484 -1.35876 1.08106  -0.642
C: 4.08385 -2.38736 0.37706  -0.562
C: 2.76246 -2.54000 -0.00961  -0.203
H: 2.45440 -3.39355 -0.59235  0.494
H: 4.83223 -3.11959 0.10257  0.401
H: 4.03678 0.36756 2.04750  0.385
H: 1.62584 0.26344 1.48144  0.402
H: 0.27033 -2.58126 -0.67799  0.899
C: -0.39954 -1.95639 1.24359  0.012
O: -0.44780 -3.06695 1.71645  -0.731
N: -0.89922 -0.85127 1.82788  0.157
H: -0.92330 -0.00057 1.28604  -0.150
C: -1.86970 -0.92393 2.90238  -0.301
H: -1.70275 -1.88638 3.38921  0.769
C: -1.69616 0.27206 3.85785  -0.818
C: -2.95253 1.14145 3.69463  -0.669
C: -3.56670 0.70049 2.36636  -0.328
H: -3.06176 1.18706 1.52852  0.033
H: -4.62749 0.93643 2.30154  0.436
C: -3.29697 -0.80072 2.34654  -0.903
H: -3.99492 -1.31387 3.00774  0.403
H: -3.36742 -1.23990 1.35240  0.292
H: -3.65515 0.93385 4.50228  0.292
H: -2.72176 2.20592 3.71534  0.387
H: -0.79705 0.82693 3.58701  0.209
H: -1.57710 -0.06098 4.88704  0.369
H: -0.35279 1.96862 0.02063  0.383
H: 1.17385 3.84232 -0.47170  0.452
H: 3.17215 3.45103 -1.87148  0.413
H: 3.62178 1.24237 -2.79938  0.454
H: 4.08687 -1.08718 -2.57983  0.433
H: 3.23043 -0.64557 -4.08856  0.378

Energy relative to the best compared isomer or geometry (same formula, charge and spin) ... 66.23 kcal per mole
SMILES string ... COc1ccccc1N(C(=O)c1ccco1)[C@H](C(=O)NC1CCCC1)c1ccncc1
Total charge ... 0
E_HOMO ... -8.6813 eV
Frontier orbital gap ... 9.237 eV


(2)
# C24H25N5O2

An isolated molecule of C24H25N5O2 (ωB97M-V with the def2-TZVPD basis set, the OMol25 dataset).

Each line ends with the Mulliken charge.
Element x y z (Å)
C: -2.89038 1.00308 -0.71926  -1.374
C: -2.23496 0.55221 0.53664  0.877
N: -2.42477 -0.66403 1.02615  -1.108
N: -1.69342 -0.74343 2.14662  0.836
C: -1.01629 0.40287 2.38370  0.843
C: -1.35665 1.26822 1.36332  -0.684
H: -1.02392 2.27818 1.23413  0.520
C: -0.10468 0.58772 3.54018  -1.903
H: 0.33085 1.58223 3.49863  0.365
H: -0.64352 0.48572 4.48262  0.429
H: 0.69695 -0.15058 3.52077  0.376
C: -1.62783 -1.99538 2.84923  -0.976
H: -2.64230 -2.38373 2.98017  0.299
H: -1.15920 -1.85600 3.82298  0.345
C: -0.80636 -3.01569 2.03220  0.826
O: 0.14420 -3.60725 2.49511  -0.679
N: -1.28898 -3.16440 0.78556  -0.136
C: -0.51148 -3.75891 -0.27958  -1.105
C: 0.07331 -2.68863 -1.17368  0.465
C: 0.50111 -1.50841 -0.58784  -0.348
C: 0.98232 -0.44582 -1.34070  0.120
C: 1.08483 -0.59953 -2.71846  -0.602
C: 0.69528 -1.78922 -3.30495  -1.122
C: 0.17602 -2.84097 -2.55852  0.961
C: -0.24436 -4.10683 -3.24262  -1.851
H: -0.01615 -4.05874 -4.30426  0.376
H: -1.31660 -4.26877 -3.13214  0.363
H: 0.27260 -4.96488 -2.81635  0.386
H: 0.79405 -1.90455 -4.37510  0.342
H: 1.50034 0.19047 -3.32665  0.639
C: 1.37152 0.78307 -0.63337  0.290
N: 2.10655 0.60959 0.41759  -0.747
N: 2.49930 1.63674 1.15874  0.582
C: 2.18233 2.95963 0.93290  0.362
O: 2.59022 3.83206 1.68094  -0.741
C: 1.32627 3.17934 -0.23438  -0.154
C: 0.90248 4.47469 -0.53697  -0.512
C: 0.06621 4.69463 -1.60693  -0.584
C: -0.36883 3.61941 -2.38028  -0.783
C: 0.04255 2.33710 -2.09731  -0.921
C: 0.91265 2.09314 -1.02747  1.045
H: -0.31719 1.50936 -2.68787  0.590
H: -1.04214 3.79510 -3.20685  0.448
H: -0.26428 5.69509 -1.84254  0.417
H: 1.24396 5.28072 0.09479  0.523
C: 3.35533 1.30636 2.27656  -1.037
H: 2.99874 1.81810 3.17007  0.339
H: 3.33358 0.22824 2.40918  0.343
H: 4.37603 1.63728 2.07745  0.324
H: 0.46590 -1.39307 0.48385  0.705
H: 0.28871 -4.33944 0.19173  0.330
H: -1.15282 -4.43650 -0.84724  0.388
H: -1.99977 -2.48921 0.50237  0.395
H: -3.96997 0.88522 -0.64597  0.441
H: -2.65373 2.04676 -0.90792  0.279
H: -2.54361 0.40166 -1.55898  0.202

Energy relative to the best compared isomer or geometry (same formula, charge and spin) ... 3.07 kcal per mole
SMILES string ... Cc1cc(C)n(CC(=O)NCc2cc(-c3nn(C)c(=O)c4ccccc34)ccc2C)n1
Total charge ... 0
E_HOMO ... -8.3511 eV
Frontier orbital gap ... 8.623 eV


(3)
# C24H25N7O3Pd

A structure of composition C24H25N7O3Pd (ωB97M-V with the def2-TZVPD basis set, the OMol25 dataset).

Each line ends with the Mulliken spin population.
Element x y z (Å)
Pd: -0.05789 0.18165 1.18082  1.454
O: -0.47756 4.25780 0.14192  0.127
C: -0.53511 3.19303 0.70178  -0.044
N: 0.51989 2.29108 0.82633  0.501
C: 1.79895 2.58956 0.54931  0.216
C: 2.31981 3.89844 0.39208  -0.012
C: 3.65070 4.04913 0.14157  0.099
C: 4.51351 2.92823 0.03120  0.133
C: 4.05710 1.64908 0.17515  -0.050
C: 2.68417 1.43980 0.44583  0.256
N: 2.07686 0.24605 0.63086  0.494
C: 2.67000 -0.97504 0.33108  -0.041
O: 3.74341 -1.11171 -0.20458  0.115
C: 1.83911 -2.16270 0.72639  0.015
C: 2.36760 -3.44224 0.66354  0.010
C: 1.58079 -4.49914 1.09167  -0.007
C: 0.30336 -4.24093 1.56663  0.012
C: -0.15561 -2.93344 1.58350  -0.013
N: 0.60204 -1.92008 1.16014  0.138
C: -1.77667 2.69691 1.37849  -0.003
C: -2.88242 3.51105 1.55872  0.016
C: -3.95899 3.00043 2.26890  -0.007
C: -3.88879 1.71097 2.77695  0.014
C: -2.74889 0.95673 2.54372  -0.006
N: -1.72691 1.44998 1.84391  0.199
H: 1.66773 4.75201 0.47569  -0.003
H: 4.06392 5.04217 0.03192  0.005
H: 5.56401 3.09371 -0.16494  0.005
H: 4.72692 0.80948 0.09552  -0.002
H: 3.37470 -3.57776 0.29775  0.002
H: 1.96132 -5.51077 1.06780  0.000
H: -0.33282 -5.03637 1.92611  0.001
H: -1.14585 -2.69445 1.95018  0.007
H: -2.87020 4.51424 1.15656  0.002
H: -4.83869 3.60438 2.43939  0.001
H: -4.70041 1.28984 3.35285  0.001
H: -2.64707 -0.05068 2.92842  0.009
O: 1.31004 0.76787 4.09530  0.008
C: 0.62570 0.30569 3.33756  0.089
C: -1.87984 -3.02218 -1.73755  -0.001
N: -1.90480 -1.59855 -1.42785  0.000
C: -2.80658 -1.19851 -0.37518  0.017
C: -0.88507 -0.76759 -1.77559  0.000
N: -0.47269 0.15945 -0.93082  0.228
N: -0.33919 -0.89928 -3.00386  0.032
C: 0.94028 -0.28426 -3.31280  -0.001
C: -1.12021 -1.28931 -4.17440  -0.002
H: -1.68773 -3.59743 -0.82836  0.001
H: -1.09453 -3.23919 -2.45407  0.000
H: -2.83728 -3.33388 -2.15491  0.001
H: -3.69972 -1.82064 -0.42652  0.001
H: -3.09830 -0.15542 -0.49719  -0.002
H: -2.38001 -1.33066 0.63889  -0.011
H: 0.10361 0.85346 -1.39457  -0.006
H: 1.61943 -0.36952 -2.46448  0.001
H: 0.82958 0.76732 -3.59459  0.000
H: 1.38251 -0.81543 -4.15374  0.000
H: -2.15002 -1.48651 -3.89346  0.000
H: -0.69132 -2.17621 -4.64088  0.002
H: -1.10587 -0.46970 -4.89406  0.001

Expectation value of S² ... 6.0336
Energy relative to the best compared isomer or geometry (same formula, charge and spin) ... 0.00 kcal per mole
Multiplicity ... 5
Total charge ... +2
E_HOMO (alpha / beta) ... -13.9340 / -14.4969 eV
Frontier orbital gap (alpha / beta) ... 7.808 / 5.113 eV


(4)
# C24H25NO4S2

An isolated molecule of C24H25NO4S2 (ωB97M-V with the def2-TZVPD basis set, the OMol25 dataset).

Each line ends with the Mulliken charge.
Element x y z (Å)
C: -5.17732 -0.35308 -1.69735  -0.867
N: -3.81382 -0.83892 -1.47267  0.244
C: -3.67625 -2.26072 -1.21837  -0.911
C: -2.77027 -0.00172 -1.46782  -0.975
C: -1.52562 -0.26259 -1.00858  -0.494
C: -0.37496 0.64506 -1.26127  0.743
C: 0.74754 -0.42109 -1.75246  -0.004
C: 1.53640 0.00717 -2.82200  -0.350
C: 2.69474 -0.68749 -3.21347  -0.558
C: 3.11031 -1.82827 -2.50509  -0.606
C: 2.20739 -2.37447 -1.58429  -0.787
C: 0.96862 -1.72985 -1.32973  -0.119
H: -5.85937 -1.21852 -1.70965  0.270
H: -5.51193 0.35520 -0.91768  0.290
H: -5.26450 0.15365 -2.67094  0.347
H: -4.68320 -2.69996 -1.31952  0.304
H: -3.03013 -2.73062 -1.97325  0.314
H: -3.27537 -2.48557 -0.21646  0.292
H: -2.98452 0.99738 -1.86946  0.365
H: -1.36337 -1.09951 -0.32784  0.410
H: -0.57241 1.28797 -2.15784  0.680
H: 1.24083 0.93343 -3.31503  0.290
H: 3.28213 -0.32276 -4.05825  0.362
H: 4.05610 -2.31744 -2.76301  0.424
H: 2.45142 -3.34994 -1.17427  0.411
H: 0.16662 -2.30781 -0.85472  0.278
C: 6.10297 -0.28182 0.99046  -0.331
C: 5.86001 0.80364 0.11273  -0.642
C: 4.61853 1.43253 0.17042  -0.401
C: 3.62155 0.88556 0.97614  0.372
S: 1.78088 1.38031 0.57358  0.683
C: -0.04603 1.70245 -0.34018  -0.914
S: -0.99014 2.70139 1.05075  1.342
C: -1.81027 1.48880 2.10816  0.317
C: -2.94752 0.90002 1.56743  -0.544
C: -3.51584 -0.19620 2.20704  -0.306
C: -3.24996 -0.42197 3.55384  -0.633
C: -2.37842 0.45155 4.22465  -0.366
C: -1.64614 1.40617 3.49410  -0.484
O: -0.26009 3.52721 1.99062  -0.670
O: -1.95315 3.29543 0.13665  -0.683
O: 2.27723 1.48126 -0.85320  -0.549
O: 1.13027 0.09674 1.00298  -0.498
C: 3.84766 -0.13211 1.88182  -0.308
C: 5.09950 -0.76035 1.86661  -0.614
H: 7.09691 -0.74538 0.99172  0.348
H: 6.63270 1.13709 -0.59408  0.380
H: 4.45375 2.34344 -0.39779  0.381
H: 0.14183 2.57084 -0.98137  0.811
H: -3.41765 1.33653 0.68448  0.526
H: -4.25048 -0.80938 1.68816  0.448
H: -3.81359 -1.17653 4.11609  0.370
H: -2.31954 0.41429 5.31874  0.377
H: -1.01906 2.11974 4.02808  0.445
H: 3.05734 -0.42231 2.57592  0.416
H: 5.31766 -1.61850 2.51648  0.372

Energy relative to the best compared isomer or geometry (same formula, charge and spin) ... 151.42 kcal per mole
SMILES string ... CN(C)/C=C/[C@H](c1ccccc1)C(S(=O)(=O)c1ccccc1)S(=O)(=O)c1ccccc1
Total charge ... 0
E_HOMO ... -7.5893 eV
Frontier orbital gap ... 5.643 eV


Q: Look up the energy relative to the best compared isomer or geometry (same formula, charge and spin) of the first one.
A: 66.23 kcal per mole